The following is a DFT calculation (wB97M-V/def2-TZVPD) of a structure of composition C4H4AuO2 at a distorted geometry.

Last column: Löwdin spin population.
CARTESIAN COORDINATES (ANGSTROEM)
1 Au 3.44849 0.61639 -0.93441  0.50
2 O -2.35894 -0.25340 -0.94753  0.24
3 O 3.14942 -0.69268 0.13866  0.54
4 C -1.60920 0.70442 -0.21489  0.13
5 C 1.95334 -1.06912 0.49914  0.58
6 C -0.25391 0.21902 0.01977  0.44
7 C 0.82360 -0.27565 0.41757  0.40
8 H -1.55509 1.65884 -0.76653  0.06
9 H 1.71132 -1.46914 1.56281  0.07
10 H -2.08727 0.91085 0.75874  0.04
11 H -3.22177 -0.34952 -0.53332  0.00

The HOMO energy (spin up / spin down) comes out at -0.651 / -0.707 Ha. For the relative energy (zero: lowest compared OMol25 entry of this formula, charge and spin), the calculation gives 77.5 kJ/mol. The spin multiplicity is 4. The calculation puts the LUMO energy (spin up / spin down) at -0.4033 / -0.5047 hartree. Its total charge is +2. Its frontier orbital gap (spin up / spin down) is 0.2474 / 0.2021 Eh.


The following is a DFT calculation (wB97M-V/def2-TZVPD) of a structure of composition C4H4Br4 at a distorted geometry.

Last column: Mulliken charge in e.
CARTESIAN COORDINATES (ANGSTROEM)
1 Br 2.54957 1.91821 0.75731  -0.01
2 Br -2.73682 -0.62146 -2.16597  -0.18
3 Br -0.35682 2.30480 1.98585  -0.08
4 Br 1.89155 -1.47991 0.50808  -0.05
5 C 1.00496 0.98763 1.47487  -0.33
6 C 0.65485 -0.07870 0.42955  -0.16
7 C -0.89804 -1.05803 -1.36902  -0.67
8 C -0.45466 -0.09613 -0.35413  -0.02
9 H -1.17232 -2.08505 -1.01096  0.39
10 H -1.13245 0.73321 -0.34721  0.32
11 H 1.04379 0.40559 2.42713  0.43
12 H -0.39361 -0.93017 -2.33549  0.36

The HOMO energy comes out at -0.362 Ha. For the relative energy (zero: lowest compared OMol25 entry of this formula, charge and spin), the calculation gives 22.2 kJ/mol. The calculation puts the LUMO energy at 0.0088 hartree. Its frontier orbital gap is 0.3705 Eh.


The following is a DFT calculation (wB97M-V/def2-TZVPD) of an isolated molecule of C4H4BrF3O at a distorted geometry.

Last column: Mulliken charge in e.
CARTESIAN COORDINATES (ANGSTROEM)
1 Br -0.70467 -1.15578 -1.96968  0.43
2 F -1.14210 2.82968 1.71451  -0.27
3 F -2.59220 2.78089 0.04483  -0.24
4 F -0.47186 3.30223 -0.23888  -0.28
5 O -1.96309 -0.15558 -1.76078  -0.55
6 C 0.63593 -0.65109 -0.59040  -0.55
7 C -0.92906 1.06317 0.27046  -0.74
8 C -1.32073 2.53776 0.39984  0.88
9 C 0.23766 0.77786 -0.32821  -0.28
10 H -1.51979 0.49164 0.82624  0.42
11 H 0.63612 1.61419 -0.75480  0.52
12 H 0.49627 -1.21918 0.41329  0.29
13 H 1.63079 -0.86855 -0.98971  0.37

The HOMO energy comes out at -0.337 Ha. For the relative energy (zero: lowest compared OMol25 entry of this formula, charge and spin), the calculation gives 154.0 kJ/mol. The calculation puts the LUMO energy at 0.0163 hartree. Its frontier orbital gap is 0.3533 Eh.